1.
Here is a molecular structure, C15H39I3O9PS3 from the OMol25 dataset. Energies are from the ωB97M-V functional and the def2-TZVPD basis.

Values from the calculation:
Total charge   -1

XYZ file:
```
70
Properties=species:S:1:pos:R:3:forces:R:3
C 1.66396 2.87936 2.24725 -0.011 0.022 0.021
C 2.77213 3.75213 1.62268 0.008 0.082 0.003
C 4.20074 3.31904 1.96119 -0.031 0.011 -0.051
I 5.53540 4.48375 0.69993 0.062 0.147 0.009
P 4.65191 1.44460 1.82859 0.128 0.070 0.096
C 5.21346 -0.44799 1.89596 -0.062 -0.072 0.125
I 4.06774 -1.60958 0.52486 -0.084 0.080 -0.333
C 5.28534 -0.93542 3.34135 0.201 0.062 -0.087
C 6.72627 -0.97403 3.83408 -0.002 0.046 0.075
I 4.38407 -2.84678 3.81931 -0.001 -0.176 0.345
H 1.07604 2.37748 1.47965 0.035 0.001 -0.002
H 2.07219 2.10823 2.89707 0.001 0.001 0.030
H 0.97888 3.49036 2.83825 -0.001 -0.008 0.008
H 2.65145 3.78001 0.53921 -0.018 -0.105 0.020
H 2.63246 4.78531 1.95739 0.036 0.024 -0.087
H 4.49827 3.65746 2.95576 -0.060 -0.113 0.033
H 5.42281 1.57982 0.60353 -0.013 0.018 -0.054
H 3.43687 1.17215 1.06298 0.006 -0.053 0.014
H 3.90368 1.28388 3.10438 0.005 -0.036 -0.041
H 5.88462 1.70741 2.63659 -0.072 0.029 -0.030
H 6.21510 -0.49192 1.46599 -0.053 0.035 -0.026
H 4.69207 -0.26484 3.96280 -0.021 0.003 -0.010
H 7.27717 -1.80236 3.38571 -0.006 0.025 -0.069
H 6.78444 -1.07460 4.91900 -0.049 -0.025 -0.009
H 7.20349 -0.03436 3.54785 0.005 -0.001 0.019
O 0.76892 5.55151 -0.53338 -0.009 0.020 -0.005
S 0.88739 6.94943 -0.81191 -0.049 -0.018 0.017
O -0.14862 7.83039 -0.35576 0.046 0.038 -0.036
O 1.09176 7.14096 -2.38000 -0.102 0.040 -0.013
C 0.21093 6.38357 -3.24945 0.104 -0.079 -0.011
C -1.17081 6.99067 -3.33971 0.009 0.014 0.002
C 2.44424 7.57753 -0.30061 0.051 -0.083 0.048
H 0.18414 5.35346 -2.89400 -0.011 0.007 0.008
H 0.72270 6.40304 -4.20938 -0.009 0.024 -0.002
H -1.70050 6.91498 -2.39182 0.001 -0.006 0.003
H -1.74028 6.45892 -4.10383 -0.017 0.007 0.009
H -1.11018 8.04331 -3.61620 -0.003 -0.006 -0.015
H 3.23811 6.93394 -0.67239 -0.022 -0.034 0.012
H 2.43680 7.56722 0.78743 0.000 -0.002 -0.002
H 2.53123 8.59327 -0.67685 0.024 0.004 0.016
O -0.17071 -5.53263 -1.81077 -0.030 -0.006 0.010
S -1.00824 -4.82899 -0.88255 0.042 0.005 -0.057
O -0.96948 -3.39832 -0.86762 -0.005 -0.009 0.021
O -0.76063 -5.40274 0.56991 -0.002 0.065 0.052
C 0.61305 -5.43361 1.06847 0.026 -0.084 -0.010
C 1.06201 -4.10872 1.63204 -0.131 -0.029 0.152
C -2.67869 -5.34549 -1.04999 -0.019 -0.022 -0.012
H 1.25784 -5.78985 0.26477 -0.009 0.037 -0.022
H 0.57290 -6.19960 1.84055 0.003 0.001 -0.002
H 1.17793 -3.34322 0.86889 0.055 -0.031 -0.024
H 2.01457 -4.25254 2.14491 0.053 0.093 -0.115
H 0.34577 -3.74896 2.37228 -0.014 -0.006 -0.019
H -2.72886 -6.43039 -1.03867 0.028 0.001 0.004
H -3.03231 -4.95491 -2.00129 0.001 -0.004 -0.001
H -3.25586 -4.91662 -0.23653 -0.021 -0.001 -0.017
O -5.91205 -3.54780 -3.50986 -0.029 0.001 0.008
S -6.34191 -3.62232 -2.14512 0.104 -0.010 -0.041
O -5.76046 -4.62228 -1.30010 -0.076 -0.005 0.031
O -7.92386 -3.74265 -2.11232 -0.008 -0.063 0.036
C -8.52685 -4.74926 -2.97250 -0.016 0.079 -0.054
C -8.40189 -6.14324 -2.40267 0.001 0.005 0.016
C -6.19926 -2.05519 -1.36722 0.016 0.017 -0.017
H -8.07462 -4.66575 -3.96078 0.012 -0.008 0.007
H -9.56532 -4.43265 -3.03914 -0.003 -0.010 0.020
H -7.36677 -6.47892 -2.39190 0.002 0.002 -0.005
H -8.98563 -6.82842 -3.01926 0.007 -0.014 0.008
H -8.78520 -6.17698 -1.38320 -0.014 -0.006 -0.008
H -6.65965 -1.30418 -2.00252 0.001 0.002 0.005
H -5.13248 -1.86838 -1.25722 -0.001 0.007 0.001
H -6.67975 -2.10670 -0.39408 0.010 0.000 0.004
```
Forces are in eV/Å.

Atomic partial charges in e from the natural (NBO) method, atoms 1 to 8:
1. C -0.619
2. C -0.460
3. C -0.517
4. I -0.057
5. P 0.683
6. C -0.640
7. I 0.038
8. C -0.306

=====

2.
Here is a molecular structure, C15H39N3O12 from the OMol25 dataset. Energies are from the ωB97M-V functional and the def2-TZVPD basis.

Values from the calculation:
Relative energy (zero: lowest compared OMol25 entry of this formula, charge and spin)   515.8 kcal per mole

XYZ file:
```
69
Properties=species:S:1:pos:R:3:forces:R:3
C 0.24138 0.49815 -1.33638 0.788 -4.389 -2.438
N -1.08070 0.19579 -1.81532 2.197 2.974 0.148
O -1.84278 1.10168 -1.67002 2.113 3.801 -5.355
O -1.30838 -0.84023 -2.35439 -7.858 -0.133 1.229
H 0.16655 0.90237 -0.32687 -0.756 -3.913 -4.614
H 0.80008 1.02855 -2.10751 -0.422 -0.325 0.022
H 0.64938 -0.50580 -1.21926 -0.091 2.063 -1.492
C -0.58871 -1.17864 -5.21430 0.615 -0.426 0.219
N 0.24273 -0.50095 -4.12162 -1.475 -1.717 -3.856
O 0.28582 -1.13056 -3.08622 6.731 6.957 -14.815
O 0.78253 0.53341 -4.38699 0.633 1.427 0.188
H -0.01446 -1.06508 -6.13377 -0.449 0.278 -0.008
H -1.61540 -0.81274 -5.22482 0.363 0.561 -0.068
H -0.66739 -2.23797 -4.96991 0.254 0.126 0.172
C 0.68919 3.04588 1.55759 -0.969 -0.800 1.099
N 0.19352 2.18154 0.48118 0.814 2.559 0.466
O -0.61989 1.27987 0.71244 -0.885 3.729 3.032
O 0.69973 2.29956 -0.62495 0.591 7.142 1.857
H 1.77730 2.98200 1.56490 -1.436 0.639 -0.090
H 0.33429 2.45318 2.40071 -0.037 0.869 0.521
H 0.24712 4.03712 1.45699 0.055 -0.122 -0.016
C 3.31537 1.93210 3.58385 0.110 -1.525 0.314
O 4.16963 2.23106 2.49994 0.906 1.069 0.885
C 3.63500 2.25527 1.24067 0.497 -0.955 -2.078
C 2.99657 0.94098 0.74180 -1.375 1.506 1.190
O 1.73847 0.81650 1.47669 2.308 -0.524 -0.813
C 1.08529 -0.33238 1.00049 1.003 -0.683 1.546
H 3.84789 2.04972 4.52762 0.330 0.265 -0.282
H 3.10892 0.86773 3.47165 -0.468 -0.075 0.457
H 2.36267 2.45021 3.69344 0.087 0.401 -0.533
H 4.37695 2.46303 0.46967 1.025 -0.173 0.480
H 3.03063 3.14100 1.04492 0.013 -0.222 0.096
H 3.58806 0.03014 0.83453 0.271 0.142 0.406
H 2.79476 1.08280 -0.31992 -0.166 -0.075 -0.226
H 0.83877 -0.22011 -0.05532 1.521 -0.841 3.052
H 0.15772 -0.43540 1.56361 0.993 0.450 0.092
H 1.61280 -1.26243 1.21229 0.936 1.458 -0.403
C -4.63031 3.26312 -1.01627 0.008 -2.447 -0.288
O -5.00284 1.89506 -0.69732 -0.392 0.683 -0.509
C -4.32687 1.18759 0.31428 0.676 0.262 0.156
C -3.01758 0.47371 -0.14534 -3.658 -1.408 2.968
O -3.04689 -0.82678 0.49107 1.306 -0.156 -0.258
C -1.75112 -1.50608 0.41861 -1.945 0.248 0.586
H -3.61045 3.23438 -1.39987 0.367 0.505 0.424
H -4.80768 3.90715 -0.15496 0.121 0.264 -0.227
H -5.23806 3.44784 -1.90206 -0.247 0.602 0.381
H -5.06560 0.50428 0.73316 0.233 -0.516 -0.342
H -4.10442 1.83829 1.15998 0.188 0.456 0.163
H -2.11998 1.03451 0.11525 -1.837 -0.630 0.836
H -2.96172 0.38665 -1.23042 -2.956 -1.276 1.391
H -0.98477 -0.83217 0.80158 -0.783 -0.659 -0.330
H -1.45956 -1.87372 -0.56522 -0.660 0.088 0.193
H -1.88502 -2.37308 1.06551 0.232 0.058 0.083
C 0.26497 -2.14543 2.98837 0.810 -0.027 -0.283
O 0.79679 -2.51535 1.73149 -0.998 -1.082 0.473
C 0.69076 -3.81431 1.24587 -0.284 -0.160 -0.347
C 1.45344 -3.89394 -0.09013 -0.811 -2.233 -0.430
O 0.76247 -3.48432 -1.30880 1.288 -0.418 1.488
C 0.64396 -2.10303 -1.46595 1.632 -3.722 6.542
H 0.89169 -1.31860 3.32253 0.231 -0.133 0.286
H 0.37656 -2.97892 3.68187 -0.536 0.056 0.209
H -0.71364 -1.67860 2.87654 -0.455 -0.737 0.295
H -0.33552 -4.13397 1.06514 -0.317 0.060 0.126
H 1.11792 -4.40860 2.05361 0.269 -0.974 -0.455
H 1.54939 -4.94476 -0.36340 -0.014 -0.416 0.634
H 2.49010 -3.64699 0.13893 0.177 1.233 -0.824
H 1.56535 -1.55264 -1.65622 1.502 -1.085 -0.131
H 0.38706 -1.69893 -0.48676 -0.192 -1.062 0.058
H 0.04017 -1.71973 -2.28852 -1.725 -6.890 6.750
```
Forces are in eV/Å.

Atomic partial charges in e from the natural (NBO) method, atoms 1 to 8:
1. C -0.555
2. N 0.527
3. O -0.359
4. O -0.379
5. H 0.295
6. H 0.246
7. H 0.243
8. C -0.496

=====

3.
Here is a molecular structure, C15H39NO18S4V from the OMol25 dataset. Energies are from the ωB97M-V functional and the def2-TZVPD basis.

Values from the calculation:
Total charge   -1

XYZ file:
```
78
Properties=species:S:1:pos:R:3:forces:R:3
O -0.68283 0.53271 0.15017 -0.208 0.546 0.476
V 0.42649 -0.49080 -0.29834 -2.779 -2.209 -2.146
O 1.47335 0.34699 -1.09081 1.106 1.075 -0.251
C -2.31057 -0.54731 -3.37632 0.565 0.151 -0.423
C -0.84790 -1.00718 -3.26269 0.251 -0.338 0.016
C 0.15362 -0.02740 -3.87483 -0.519 0.171 -0.002
O -0.54572 -1.41844 -1.98289 1.347 0.815 2.523
H -2.95207 -1.39010 -3.12859 -0.132 0.140 0.202
H -2.50756 -0.24814 -4.41336 -0.130 -0.012 0.023
H -2.51065 0.31012 -2.73085 -0.036 -0.111 0.160
H -0.76979 -1.91309 -3.89627 -0.096 -0.011 -0.066
H 1.15969 -0.44392 -3.87343 -0.049 -0.054 -0.017
H 0.18566 0.92076 -3.33486 -0.023 -0.015 -0.011
H -0.16854 0.15922 -4.90514 0.232 0.131 -0.039
N -1.70410 -2.15604 1.73426 -0.263 0.431 -0.611
O -0.61559 -2.21160 1.07941 0.705 -0.068 0.090
O -2.76728 -2.18402 1.12362 0.098 -0.007 0.370
O -1.66146 -2.05530 2.97923 0.164 -0.060 0.025
O -5.57970 1.14754 2.45859 -0.104 0.054 0.051
S -4.54928 1.16196 3.44409 0.147 -0.905 -0.491
O -4.63260 2.09016 4.53677 0.345 0.098 0.010
O -4.48389 -0.33123 4.02218 -0.277 0.546 -0.184
C -3.77343 -0.55791 5.25680 -1.243 0.122 0.518
C -4.75076 -0.37365 6.41792 -0.347 -0.199 -0.112
C -2.96343 1.18382 2.64573 -0.285 0.764 0.676
H -2.95945 0.16029 5.34265 0.343 -0.399 -0.020
H -3.50124 -1.60779 5.20337 0.660 0.188 -0.165
H -5.63359 -0.99632 6.25384 0.071 -0.067 -0.143
H -5.11068 0.65126 6.46795 0.200 0.069 0.155
H -4.33843 -0.70051 7.37459 0.242 0.203 -0.045
H -2.75012 2.17620 2.25266 -0.278 -0.023 -0.207
H -2.97851 0.41837 1.87535 0.265 -0.117 0.110
H -2.26961 1.03973 3.47219 0.293 -0.465 -0.324
O 2.06627 -2.14511 -0.59922 -0.248 -0.348 -0.239
S 1.98461 -3.50702 -1.06392 0.300 -1.481 1.207
O 0.78180 -4.18819 -1.37132 -0.192 0.390 -0.501
O 2.96949 -3.71973 -2.30103 -0.474 0.621 0.192
C 4.06643 -2.79336 -2.43737 0.902 -0.083 0.513
C 3.75229 -1.57756 -3.25702 0.272 0.547 -0.890
C 2.76916 -4.55840 0.15907 -0.016 -0.143 -0.503
H 4.87144 -3.40362 -2.85174 -0.186 0.071 -0.450
H 4.46707 -2.52984 -1.45329 -0.419 0.172 0.102
H 3.46242 -1.83955 -4.27737 -0.271 -0.209 0.128
H 4.65596 -0.97780 -3.41058 0.159 -0.169 0.295
H 3.01969 -0.88176 -2.85061 -0.154 -0.376 0.349
H 3.64417 -4.10120 0.60971 -0.032 0.060 -0.012
H 3.00532 -5.46640 -0.39451 0.218 0.032 0.029
H 2.02531 -4.84434 0.89829 -0.082 0.426 0.091
O 1.45432 -0.52787 1.78566 -0.380 0.114 -0.642
S 2.28270 -1.23035 2.71232 0.673 0.131 0.982
O 3.21508 -2.21570 2.28097 0.202 0.158 -0.164
O 3.13995 -0.08330 3.44492 0.087 -1.031 0.073
C 2.44064 0.93996 4.16766 0.533 1.409 -0.587
C 3.49432 1.96942 4.56682 0.872 -0.392 0.517
C 1.34303 -1.88285 4.06197 -0.722 0.279 -0.217
H 1.90537 0.55053 5.03125 -0.102 -0.164 -0.163
H 1.81696 1.46601 3.44264 -0.676 -0.423 0.311
H 3.31819 2.47716 5.51584 -0.604 0.150 -0.202
H 3.66686 2.68919 3.77101 -0.067 0.069 0.048
H 4.45078 1.47613 4.76598 -0.056 -0.182 -0.252
H 0.40889 -1.31889 4.03627 -0.093 -0.210 0.244
H 1.87608 -1.78273 5.00298 0.210 0.159 -0.118
H 1.10538 -2.93038 3.90157 0.032 0.054 -0.376
O 0.88751 4.69517 -2.46850 0.000 0.159 0.046
S -0.33355 4.47747 -3.17512 0.383 -1.231 -0.582
O -1.03646 5.59677 -3.73313 -0.290 0.043 0.262
O -0.04092 3.45047 -4.40742 -0.051 0.467 0.537
C -0.05336 3.99840 -5.72490 0.828 0.491 -0.524
C 0.11190 2.90185 -6.73894 -0.707 -0.528 -0.778
C -1.39479 3.36151 -2.25587 0.374 1.695 -0.682
H 0.74179 4.74343 -5.83625 -0.032 -0.005 0.184
H -0.99372 4.50749 -5.94035 -0.073 -0.060 0.327
H -0.15970 3.32552 -7.71232 -0.280 -0.037 0.087
H -0.60907 2.12059 -6.48365 0.047 -0.063 -0.252
H 1.06149 2.41531 -6.96036 0.329 0.276 0.880
H -0.75439 2.63281 -1.77466 -0.199 -0.394 -0.026
H -2.07048 3.04532 -3.04387 -0.191 -0.606 0.404
H -1.89623 4.02703 -1.55464 -0.090 -0.285 0.208
```
Forces are in eV/Å.

Atomic partial charges in e from the Löwdin method, atoms 1 to 8:
1. O -0.347
2. V 0.865
3. O -0.340
4. C -0.056
5. C -0.581
6. C -0.058
7. O -0.275
8. H 0.073

=====

Per-record frontier orbital gap, Ha: 0.21888, 0.28571, 0.26601
Per-record M, g mol⁻¹: 871.36, 453.49, 700.68